Below is a molecular structure, C49H58N6O7SeTi at a distorted geometry, with properties calculated with wB97M-V/def2-TZVPD.

Results
molecular weight = 969.87 u
LUMO (spin up / spin down) = 3.80 / 2.23 eV
strongest force on any atom = 1.197 eV/A
HOMO energy (spin up / spin down) = -0.023 / -0.061 Eh
expectation value of S² = 2.042
spin multiplicity = 3
HOMO-LUMO gap (spin up / spin down) = 4.44 / 3.90 eV
charge = -2
energy above the lowest of the compared OMol25 structures with the same formula, charge and spin = 0.000 eV

Each line ends with the Mulliken charge.
Geometry (Å):
Se -1.60103 -4.78531 -0.65490  0.351
Ti -0.64684 -1.22467 0.16005  -1.242
O 2.00946 0.71471 -7.16827  -0.485
O -2.23138 -1.62605 -0.83504  -0.472
O -2.13063 -0.03798 1.04362  -0.595
O 0.22608 -2.34940 -1.48471  -0.038
O 0.19296 -2.49161 1.29351  -0.816
O -2.65548 -3.05070 2.11004  -0.752
O 1.64554 -1.17172 -0.57662  -0.271
N -0.59309 -7.17608 -4.56809  -0.636
N -3.67498 2.29413 -4.56045  -0.651
N 1.45841 -2.04807 -1.41862  -0.043
N 0.21759 -0.01728 1.48720  0.967
N -0.53506 0.37181 -1.24182  1.193
N -2.81549 2.91574 -5.36449  -0.987
C 5.46213 -0.21786 4.10789  -1.616
C -1.43053 0.87864 -5.79558  -0.354
C 4.06548 -0.17642 4.74431  2.152
C -1.71665 1.18003 1.35485  0.309
C -3.27973 1.43802 -3.56778  -0.051
C -1.62198 -7.06734 -2.39838  -0.492
C 1.78172 4.94630 1.69065  -2.095
C -2.62767 -0.62837 -1.67920  1.222
C 0.25674 5.04357 1.75220  2.138
C -1.28455 -7.72528 -3.57031  -0.314
C 3.58022 -4.91101 2.92478  -2.453
C -1.64801 2.26317 -5.76443  -0.422
C -0.61320 3.06861 -6.27300  -0.081
C -1.78077 3.56180 1.57280  -0.550
C -0.20735 5.88657 0.55494  -1.525
C 0.33119 1.35023 -1.38223  -0.124
C -0.31850 1.26691 1.58873  -0.523
C -3.87416 -0.55072 -2.25441  -0.887
C -4.00954 2.42169 1.34115  2.366
C 2.22860 -2.78498 2.61378  -0.383
C 0.33096 2.47420 1.73501  -0.219
C -0.40421 3.66497 1.70118  -0.488
C 3.04870 -0.78810 3.77531  -0.472
C 1.20153 -0.60863 2.23539  0.343
C -1.10268 2.51978 -2.89480  -0.769
C 2.08328 -0.01343 3.13466  -0.760
C 0.07325 2.46455 -2.18390  -1.632
C -0.12966 5.76084 3.05199  -1.756
C -0.48294 -5.15731 -3.25912  -0.180
C -2.47619 2.35257 1.41479  0.497
C -1.72351 0.41544 -1.93781  -0.658
C 3.12673 -2.14576 3.47836  -0.242
C 1.09826 -4.99710 2.91871  -1.533
C 2.36100 -4.53366 0.80441  -1.303
C 3.73415 1.27856 5.07929  -2.228
C -0.23592 0.33417 -6.26095  -0.346
C -0.21427 -5.90782 -4.39219  -0.485
C 0.78112 1.16134 -6.71619  1.069
C 2.26208 -0.66214 -7.01827  -0.729
C 4.09106 -0.96828 6.05869  -1.734
C -4.68633 1.08653 1.01802  -1.998
C 1.22047 -2.01326 2.06105  0.373
C -4.53175 2.89571 2.70523  -1.866
C -2.02859 1.46876 -2.83359  1.238
C -1.20766 -5.75014 -2.22836  0.441
C -4.44164 3.42072 0.25674  -1.781
C 2.32122 -4.28763 2.32022  2.648
C -4.20070 0.46633 -3.15630  -0.306
C 0.57638 2.53700 -6.73171  -0.645
H 3.09926 -0.98290 6.51573  0.363
H -1.32984 3.38070 -3.50957  0.677
H 2.72374 1.37608 5.48120  0.414
H -0.77051 4.14164 -6.27844  0.396
H -4.60248 -1.31525 -2.00655  0.313
H 1.40977 2.48073 1.82467  0.522
H 0.17762 -4.62289 2.47272  0.210
H 4.43860 1.65175 5.82817  0.456
H 2.00317 1.04943 3.30917  0.622
H 1.37152 3.17831 -7.09472  0.371
H 3.91252 -2.73338 3.93212  0.436
H -1.69724 -3.01872 1.96549  0.278
H -5.53138 3.41244 0.15884  0.519
H 2.50194 -5.60176 0.60820  0.476
H -4.01177 3.14537 -0.70903  0.252
H 4.39971 -2.00232 5.90174  0.312
H -5.77114 1.24376 1.01928  0.541
H -4.43738 0.31797 1.74764  0.326
H 1.58282 -1.26853 -7.62696  0.301
H 4.48534 -4.41324 2.56836  0.418
H 2.16953 -0.97550 -5.97400  0.271
H 4.79138 -0.50980 6.76444  0.464
H -1.27523 6.10325 0.60568  0.306
H 1.25105 1.25102 -0.82082  0.606
H 0.33125 6.83960 0.52616  0.470
H -4.38877 0.71229 0.04023  0.204
H 0.79978 3.26387 -2.23656  0.602
H -2.36556 4.47533 1.58857  0.358
H 6.20509 0.23658 4.77223  0.454
H -5.62138 3.00261 2.67785  0.466
H 1.43805 -4.21994 0.32285  -0.028
H -4.27486 2.17193 3.48223  0.385
H 1.04984 -4.83467 3.99865  0.298
H 3.63238 -5.96155 2.62761  0.456
H -2.19876 -7.57650 -1.63678  0.345
H -3.03281 -2.53992 1.38011  0.340
H -0.11659 -0.74044 -6.24308  0.363
H -5.17573 0.48564 -3.62728  0.335
H -4.09695 3.85824 2.98558  0.239
H 3.28370 -0.82985 -7.35426  0.236
H -1.21131 5.89546 3.11549  0.272
H -1.59760 -8.75511 -3.71343  0.323
H 1.15511 -6.07469 2.73131  0.440
H 2.18990 4.42795 2.56163  0.309
H 0.18498 5.17526 3.91891  0.343
H 5.76755 -1.24519 3.90115  0.309
H 2.11037 4.41365 0.79557  0.368
H -0.02562 5.35318 -0.38039  0.180
H 2.21164 5.95155 1.66569  0.476
H 3.57547 -4.87296 4.01731  0.384
H -4.13701 4.44427 0.48504  0.305
H 3.18642 -3.98447 0.34510  0.276
H 5.46410 0.32602 3.16113  0.324
H 0.34924 -5.45973 -5.20374  0.380
H 3.81015 1.92192 4.20035  0.388
H -0.13465 -4.13554 -3.17136  0.390
H -2.20458 0.20975 -5.44393  0.365
H 0.34252 6.74796 3.10869  0.473